Entry from OMol25: a molecular structure, C12H74N2O25 at a distorted geometry (wB97M-V/def2-TZVPD).

CARTESIAN COORDINATES (ANGSTROEM)
C: -9.525 0.854 -0.033
O: -8.764 1.747 -0.882
C: -7.370 1.727 -0.655
C: -6.752 2.738 -1.558
N: -5.303 2.717 -1.557
H: -5.285 3.612 -2.103
H: -5.042 2.931 -0.587
C: -4.696 1.357 -2.152
C: -3.196 1.405 -2.450
O: -2.957 0.088 -3.036
C: -1.665 0.031 -3.532
H: -9.450 1.164 0.942
H: -9.259 -0.164 -0.014
H: -10.426 0.886 -0.387
H: -7.067 0.758 -0.993
H: -6.902 1.885 0.521
H: -7.015 3.705 -1.378
H: -7.194 2.482 -2.655
H: -5.306 1.118 -3.090
H: -4.796 0.730 -1.346
H: -2.873 1.504 -1.320
H: -2.775 2.284 -2.857
H: -1.541 0.629 -4.460
H: -1.472 -1.121 -3.864
H: -0.756 0.284 -2.869
C: -2.532 -1.916 -1.157
O: -1.888 -0.934 -0.397
C: -0.468 -1.104 -0.141
C: -0.064 -0.141 0.981
N: 1.411 -0.305 1.240
H: 1.634 0.201 1.988
H: 1.730 -1.249 1.508
C: 2.204 0.239 0.126
C: 3.454 0.882 0.759
O: 4.490 1.274 -0.067
C: 5.823 1.542 0.458
H: -3.438 -1.474 -1.057
H: -2.580 -2.840 -0.696
H: -2.083 -2.002 -2.120
H: 0.043 -0.746 -0.932
H: -0.060 -2.119 -0.126
H: -0.642 -0.325 1.867
H: -0.169 1.234 0.943
H: 1.866 1.052 -0.364
H: 2.440 -0.639 -0.445
H: 3.806 0.275 1.667
H: 3.144 2.046 1.069
H: 6.351 1.894 -0.250
H: 6.213 0.674 0.702
H: 5.939 2.194 1.325
O: -5.560 -3.430 -2.408
H: -4.606 -3.441 -2.100
H: -5.642 -2.634 -2.999
O: -1.183 -4.240 1.340
H: -1.264 -3.776 2.111
H: -0.575 -4.993 1.496
O: 1.874 -2.035 -2.306
H: 1.010 -1.984 -2.789
H: 1.965 -2.996 -2.500
O: 1.976 -2.973 1.800
H: 1.788 -3.754 1.298
H: 2.823 -2.806 1.750
O: -0.025 -3.844 -1.918
H: -1.020 -4.022 -1.903
H: 0.241 -3.165 -2.590
O: 6.006 2.628 4.320
H: 5.814 1.873 3.828
H: 6.926 3.006 4.222
O: -3.743 0.335 1.198
H: -3.059 -0.172 0.671
H: -3.293 0.690 1.927
O: 6.051 -1.890 -0.638
H: 6.930 -2.017 -0.329
H: 5.806 -1.257 -1.157
O: 8.874 1.425 -0.284
H: 8.475 2.112 -0.762
H: 9.283 1.918 0.412
O: 5.021 -0.104 3.587
H: 4.612 -0.411 4.364
H: 5.571 -0.864 3.531
O: -0.405 2.986 3.437
H: 0.015 2.971 2.582
H: -0.505 3.938 3.710
O: 3.026 4.372 -0.442
H: 3.352 3.779 -1.124
H: 3.824 4.472 0.094
O: 3.771 -1.992 1.927
H: 4.101 -1.174 2.349
H: 4.484 -2.590 1.477
O: 1.453 -4.889 -0.327
H: 0.729 -4.353 -0.913
H: 1.379 -5.957 -0.428
O: 3.083 2.551 -2.033
H: 2.475 2.252 -2.724
H: 3.245 1.916 -1.418
O: 1.654 1.184 3.569
H: 2.036 1.802 4.115
H: 0.702 1.638 3.512
O: -2.979 -4.097 -1.759
H: -3.067 -4.307 -0.807
H: -2.933 -4.908 -2.157
O: 0.425 3.571 1.013
H: 0.928 3.715 0.160
H: -0.292 4.237 1.069
O: -3.130 -5.042 0.657
H: -2.322 -4.623 1.171
H: -3.010 -5.872 0.632
O: -2.201 0.715 3.503
H: -2.375 0.332 4.251
H: -1.711 1.529 3.645
O: 7.918 3.535 -1.993
H: 7.509 4.361 -1.749
H: 8.510 3.708 -2.729

- charge = +2
- molecular weight (g mol⁻¹) = 646.7
- spin multiplicity = 1
- E_LUMO (eV) = -4.65
- ΔE to the lowest compared entry with this formula, charge and spin (kJ/mol) = 217.1
- HOMO (eV) = -14.053

Atom charges from the Mulliken analysis, given in e for atoms 1 to 99: C -0.95; O -0.36; C -0.13; C -0.92; N -0.02; H 0.42; H 0.38; C -0.87; C -0.03; O -0.34; C -0.63; H 0.40; H 0.37; H 0.35; H 0.31; H 0.19; H 0.52; H 0.27; H 0.31; H 0.45; H -0.10; H 0.63; H 0.51; H 0.20; H 0.05; C -0.48; O -0.24; C 0.32; C -0.88; N 0.43; H 0.67; H 0.30; C -1.09; C 1.12; O -0.52; C -1.51; H 0.41; H -0.23; H 0.46; H 0.19; H 0.24; H 0.56; H 0.03; H 1.13; H -0.17; H -0.81; H 0.24; H 0.64; H 0.59; H 0.37; O -0.68; H 0.44; H 0.29; O -0.51; H 0.30; H 0.35; O -0.57; H 0.32; H 0.35; O -0.72; H 0.19; H 0.55; O -0.70; H 0.29; H 0.19; O -0.64; H 0.29; H 0.31; O -0.65; H 0.40; H 0.35; O -0.55; H 0.30; H 0.24; O -0.59; H 0.30; H 0.31; O -0.63; H 0.27; H 0.26; O -0.74; H 0.48; H 0.29; O -0.60; H 0.34; H 0.27; O -0.62; H 0.08; H 0.28; O -0.80; H 0.48; H 0.30; O -0.63; H 0.29; H 0.34; O -0.66; H 0.34; H 0.29; O -0.92

***

Entry from OMol25: a gas-phase ion, C10H13IN (charge +1) at a distorted geometry (wB97M-V/def2-TZVPD).

CARTESIAN COORDINATES (ANGSTROEM)
C: -1.818 -0.815 1.040
C: -1.058 -1.883 0.601
C: -0.247 0.693 0.133
C: 0.517 -0.384 -0.317
C: -1.433 0.508 0.822
C: 0.142 -1.702 -0.084
C: 0.434 1.980 -0.240
C: 1.732 0.117 -1.003
C: -2.242 1.663 1.312
C: 0.986 -2.845 -0.536
N: 1.394 1.544 -1.302
I: 3.522 0.112 0.299
H: -2.735 -1.008 1.574
H: -1.396 -2.888 0.800
H: -0.245 2.746 -0.614
H: 0.993 2.383 0.610
H: 2.023 -0.422 -1.903
H: -1.671 2.253 2.028
H: -2.524 2.317 0.488
H: -3.147 1.316 1.800
H: 1.087 -2.850 -1.621
H: 1.986 -2.775 -0.107
H: 0.547 -3.789 -0.229
H: 0.924 1.589 -2.213
H: 2.230 2.139 -1.340

- charge = +1
- molecular weight (g mol⁻¹) = 274.1
- spin multiplicity = 1
- E_LUMO (eV) = -3.88
- SMILES = Cc1ccc(C)c2c1C[NH2+][C@H]2I
- ΔE to the lowest compared entry with this formula, charge and spin (kJ/mol) = 0.0
- HOMO (eV) = -12.523

Charges computed using Mulliken, reported in e: C -0.97; C -0.97; C 0.73; C 0.61; C 0.64; C 0.75; C -0.91; C -1.22; C -1.49; C -1.46; N -0.05; I 0.23; H 0.40; H 0.41; H 0.50; H 0.26; H 0.63; H 0.35; H 0.34; H 0.40; H 0.33; H 0.30; H 0.39; H 0.41; H 0.38

***

Entry from OMol25: C5H6O2S in the gas phase at a distorted geometry (wB97M-V/def2-TZVPD).

CARTESIAN COORDINATES (ANGSTROEM)
C: -2.071 -0.972 1.468
C: -1.129 -1.249 0.308
C: 0.212 -0.430 0.583
C: 1.455 -0.639 -0.470
C: 1.486 0.992 -0.644
H: -2.875 -1.727 1.453
H: -2.384 0.143 1.420
H: -1.627 -1.011 2.525
H: 0.337 -0.572 1.623
H: 2.395 -0.964 -0.135
H: 1.131 -1.079 -1.438
O: -1.327 -1.932 -0.668
O: 2.247 1.684 -1.232
S: -0.253 1.312 0.142

- charge = 0
- molecular weight (g mol⁻¹) = 130.2
- spin multiplicity = 1
- E_LUMO (eV) = 0.32
- SMILES = CC(=O)[C@H]1CC(=O)S1
- ΔE to the lowest compared entry with this formula, charge and spin (kJ/mol) = 120.8
- HOMO (eV) = -9.462

Charges computed using Mulliken, reported in e: C -1.11; C 0.63; C -0.16; C -0.67; C 0.39; H 0.32; H 0.29; H 0.33; H 0.52; H 0.33; H 0.27; O -0.54; O -0.45; S -0.15

***

Question: Look up the HOMO of the third one.
Answer: -9.462 eV